{"formula": "C47H43MgNP2Te", "method": "ωB97M-V/def2-TZVPD", "species": ["Mg", "C", "C", "C", "C", "C", "C", "C", "P", "C", "C", "C", "C", "C", "C", "C", "C", "C", "C", "C", "C", "C", "C", "H", "H", "H", "H", "H", "H", "H", "H", "H", "H", "H", "H", "H", "H", "H", "H", "H", "H", "H", "H", "N", "P", "C", "C", "C", "C", "C", "C", "C", "C", "C", "C", "C", "C", "C", "C", "C", "C", "C", "C", "H", "H", "H", "H", "H", "H", "H", "H", "H", "H", "H", "H", "H", "H", "H", "C", "Te", "C", "C", "C", "C", "C", "C", "C", "H", "H", "H", "H", "H", "H", "H", "H"], "coordinates": [[0.0184, -0.2230, 0.4754], [2.7783, 4.9500, 0.3825], [1.7815, 4.8595, 1.5058], [1.7397, 5.8767, 2.4563], [0.8483, 5.8465, 3.5175], [-0.0311, 4.7845, 3.6525], [0.0016, 3.7608, 2.7203], [0.8922, 3.7821, 1.6454], [0.7962, 2.3331, 0.5397], [2.5202, 1.8239, 0.1949], [3.0183, 1.8370, -1.1064], [4.2933, 1.3743, -1.3872], [5.0879, 0.8966, -0.3557], [4.5983, 0.8793, 0.9406], [3.3158, 1.3317, 1.2435], [2.8301, 1.2894, 2.6652], [0.0709, 2.8852, -1.0129], [-0.2943, 4.2116, -1.2501], [-1.0734, 4.5411, -2.3450], [-1.4898, 3.5318, -3.2077], [-1.1221, 2.2180, -2.9839], [-0.3321, 1.8452, -1.8849], [-0.0013, 0.4371, -1.6013], [3.1229, 5.9770, 0.2634], [2.3574, 4.6163, -0.5651], [3.6483, 4.3207, 0.5826], [2.4211, 6.7134, 2.3554], [0.8432, 6.6546, 4.2379], [-0.7302, 4.7467, 4.4775], [-0.6662, 2.9125, 2.8324], [2.3969, 2.2149, -1.9103], [4.6613, 1.3895, -2.4050], [6.0884, 0.5344, -0.5576], [5.2166, 0.4958, 1.7437], [3.5524, 0.7704, 3.2945], [1.8910, 0.7354, 2.7334], [2.6819, 2.2932, 3.0688], [0.0034, 4.9828, -0.5495], [-1.3623, 5.5692, -2.5203], [-2.1050, 3.7759, -4.0654], [-1.4534, 1.4434, -3.6659], [1.0506, 0.2159, -1.8237], [-0.6002, -0.2253, -2.2338], [0.9369, -1.4573, 1.6117], [0.9528, -2.9850, 1.4952], [0.6421, -3.9227, 3.0274], [-0.0249, -5.1439, 3.0758], [-0.1945, -5.8016, 4.2869], [0.3022, -5.2452, 5.4568], [0.9668, -4.0266, 5.4157], [1.1324, -3.3683, 4.2068], [2.5547, -3.6576, 0.9214], [3.4387, -2.7555, 0.3401], [4.6690, -3.1880, -0.1368], [5.0225, -4.5253, -0.0320], [4.1474, -5.4305, 0.5565], [2.9196, -4.9973, 1.0334], [-0.2717, -3.6680, 0.3158], [0.0800, -4.1796, -0.9287], [-0.9001, -4.5085, -1.8584], [-2.2401, -4.3328, -1.5517], [-2.6030, -3.8246, -0.3094], [-1.6254, -3.4906, 0.6137], [-0.4155, -5.5879, 2.1680], [-0.7180, -6.7490, 4.3142], [0.1688, -5.7578, 6.4010], [1.3524, -3.5869, 6.3268], [1.6301, -2.4061, 4.1658], [3.1569, -1.7096, 0.2848], [5.3499, -2.4758, -0.5865], [5.9822, -4.8636, -0.4022], [4.4250, -6.4729, 0.6487], [2.2453, -5.7059, 1.5014], [1.1247, -4.3179, -1.1796], [-0.6105, -4.9013, -2.8248], [-3.0022, -4.5908, -2.2759], [-3.6491, -3.6945, -0.0593], [-1.9114, -3.0904, 1.5814], [-4.3380, -0.2474, 0.7398], [-2.5956, 0.6205, 1.6435], [-2.9552, 2.2205, 0.2533], [-4.4040, 2.0978, -0.1272], [-5.0696, 3.1521, -0.7479], [-6.3953, 3.0222, -1.1238], [-7.0687, 1.8311, -0.8858], [-6.4092, 0.7782, -0.2754], [-5.0759, 0.9048, 0.1070], [-4.9275, -0.7389, 1.5108], [-4.0438, -0.9826, -0.0090], [-2.3065, 2.0975, -0.6135], [-2.7212, 3.1709, 0.7301], [-4.5387, 4.0783, -0.9340], [-6.9052, 3.8503, -1.5986], [-8.1070, 1.7261, -1.1720], [-6.9300, -0.1533, -0.0866]], "lowdin_charge": [0.34, -0.04, -0.26, -0.04, -0.08, -0.08, -0.10, -0.32, 1.07, -0.33, -0.10, -0.08, -0.09, -0.05, -0.28, -0.05, -0.36, -0.09, -0.10, -0.09, -0.06, -0.38, -0.20, 0.08, 0.07, 0.09, 0.11, 0.10, 0.10, 0.07, 0.11, 0.10, 0.10, 0.11, 0.08, 0.05, 0.08, 0.10, 0.10, 0.10, 0.11, 0.03, 0.04, -0.33, 0.68, -0.29, -0.10, -0.09, -0.09, -0.08, -0.08, -0.29, -0.08, -0.08, -0.09, -0.09, -0.08, -0.29, -0.07, -0.08, -0.09, -0.09, -0.11, 0.10, 0.10, 0.10, 0.10, 0.10, 0.08, 0.10, 0.10, 0.10, 0.10, 0.10, 0.10, 0.10, 0.10, 0.11, -0.41, 1.30, -0.39, -0.28, -0.03, -0.08, -0.09, -0.04, -0.29, 0.06, 0.05, 0.04, 0.06, 0.12, 0.10, 0.10, 0.11], "max_force_ev_per_a": 0.34, "homo_lumo_gap_ha": 0.2824, "e_homo_ha": -0.27158, "e_tot_ev": -82244.38206, "e_above_lowest_ev": 0.000}